*P*
This record from OMol25 describes the ion C4H10N3O with charge +1. The level of theory is ωB97M-V/def2-TZVPD.

CARTESIAN COORDINATES (ANGSTROEM)
C -1.41 -0.35 -0.24
C 0.72 -0.78 -0.39
C 0.52 0.70 0.25
C 1.12 -1.57 0.87
N -0.55 -1.12 -0.84
N -2.67 -0.34 -0.37
N 0.81 2.04 -0.52
O -0.77 0.68 0.51
H 1.47 -0.86 -1.23
H 1.00 0.83 1.22
H 2.18 -1.45 1.09
H 0.72 -2.59 0.66
H 0.50 -1.02 1.67
H -3.09 -1.13 -0.76
H -3.25 0.13 0.29
H 0.08 2.02 -1.33
H 1.69 1.95 -0.99
H 0.92 2.85 0.10

Its net charge is +1.

Atom charges from the Mulliken analysis, given in e for atoms 1 to 8: atom 1 (C): 0.479, atom 2 (C): 0.644, atom 3 (C): -0.742, atom 4 (C): -1.214, atom 5 (N): -0.667, atom 6 (N): -0.304, atom 7 (N): -0.240, atom 8 (O): -0.409

=====

*Q*
This record from OMol25 describes a structure of composition C4H10N3O. The level of theory is ωB97M-V/def2-TZVPD.

CARTESIAN COORDINATES (ANGSTROEM)
C -2.36 -0.31 0.58
C 2.02 -0.38 0.53
C 0.61 1.77 0.31
C 0.00 -0.09 -0.86
N -1.18 -0.69 0.43
N 0.92 0.38 0.06
N 0.31 -1.19 -1.57
O 1.99 -1.57 0.48
H -2.95 -0.95 1.33
H -2.86 0.45 0.13
H 2.69 0.39 0.97
H 1.28 2.35 1.08
H 0.79 2.22 -0.59
H -0.36 1.97 0.73
H -0.64 0.79 -1.18
H -0.92 -1.53 0.97
H -0.28 -1.71 -2.15
H 0.93 -1.90 -1.26

Its net charge is +1.

Atom charges from the Mulliken analysis, given in e for atoms 1 to 8: atom 1 (C): -0.218, atom 2 (C): 0.219, atom 3 (C): -0.992, atom 4 (C): -0.002, atom 5 (N): -0.188, atom 6 (N): 0.016, atom 7 (N): -0.489, atom 8 (O): -0.515

=====

Result of the stability comparison: *P* is the most stable of them.

=====

*P*
This record from OMol25 describes the ion C4H10N3O with charge +1. The level of theory is ωB97M-V/def2-TZVPD.

CARTESIAN COORDINATES (ANGSTROEM)
C 2.14 -1.15 -0.20
C 0.40 0.31 0.62
C -1.73 1.63 -0.34
C -1.33 0.24 0.15
N 2.01 0.10 -0.83
N 1.12 0.88 -0.47
N 0.96 -1.16 0.77
O -1.44 -0.70 -0.83
H 2.08 -1.90 -0.94
H 3.07 -1.46 0.46
H 0.24 0.80 1.62
H -1.46 1.68 -1.43
H -1.40 2.49 0.24
H -2.89 1.65 -0.26
H -1.94 -0.17 1.06
H 0.18 -1.79 0.43
H 1.31 -1.19 1.69
H -1.33 -0.28 -1.74

Its net charge is +1.

Atom charges from the Mulliken analysis, given in e for atoms 1 to 8: atom 1 (C): -0.299, atom 2 (C): -0.076, atom 3 (C): -1.091, atom 4 (C): -0.031, atom 5 (N): -0.277, atom 6 (N): -0.080, atom 7 (N): -0.144, atom 8 (O): -0.533

=====

*Q*
This record from OMol25 describes the ion C4H10N3O with charge +1. The level of theory is ωB97M-V/def2-TZVPD.

CARTESIAN COORDINATES (ANGSTROEM)
C -1.39 0.05 -0.25
C 0.95 0.86 0.04
C -2.58 0.76 0.40
C 1.61 -1.55 -0.31
N -0.23 0.83 -0.29
N -1.34 -1.06 -0.86
N 1.89 -0.22 0.45
O 1.66 1.93 -0.25
H 1.87 -0.37 1.49
H -3.14 1.34 -0.34
H -2.18 1.42 1.22
H -3.38 0.07 0.66
H 2.07 -1.39 -1.24
H 2.04 -2.39 0.32
H 0.53 -1.42 -0.21
H -2.23 -1.68 -0.88
H 2.83 0.10 0.39
H 1.02 2.72 -0.31

Its net charge is +1.

Atom charges from the Mulliken analysis, given in e for atoms 1 to 8: atom 1 (C): 0.532, atom 2 (C): 0.511, atom 3 (C): -0.988, atom 4 (C): -0.602, atom 5 (N): -0.351, atom 6 (N): -0.634, atom 7 (N): -0.238, atom 8 (O): -0.498

=====

Result of the stability comparison: *Q* is the most stable of them.